Version w
Here is a 2-piece molecular cluster, C16H20O2 overall from the OMol25 dataset. Energies are from ωB97M-V with the def2-TZVPD basis set.

Its highest occupied orbital energy is -8.355 eV. The SMILES is CCc1ccc(O)cc1.CCc1ccc(O)cc1. Its gap between HOMO and LUMO is 9.14 eV.

Geometry as ORCA input:
```
! wB97M-V def2-TZVPD RIJCOSX def2/J DEFGRID3
* xyz 0 1
C -0.18 3.95 1.66
C -1.06 3.10 2.55
C -1.75 1.90 1.94
C -1.00 0.80 1.52
C -1.60 -0.42 1.24
C -2.99 -0.51 1.30
O -3.62 -1.70 1.03
C -3.75 0.59 1.63
C -3.13 1.81 1.85
H -0.76 4.50 0.91
H 0.58 3.47 1.07
H 0.25 4.75 2.28
H -0.50 2.69 3.39
H -1.80 3.76 3.01
H 0.07 0.75 1.70
H -1.03 -1.31 1.02
H -2.93 -2.33 0.77
H -4.83 0.55 1.56
H -3.82 2.63 1.96
C 4.28 -0.18 -1.29
C 3.73 -1.43 -2.00
C 2.24 -1.70 -1.78
C 1.75 -2.99 -2.00
C 0.39 -3.27 -1.93
C -0.49 -2.22 -1.73
O -1.82 -2.54 -1.78
C -0.04 -0.92 -1.59
C 1.33 -0.67 -1.62
H 4.84 0.46 -1.97
H 5.02 -0.50 -0.61
H 3.55 0.37 -0.71
H 3.93 -1.42 -3.07
H 4.20 -2.33 -1.58
H 2.47 -3.80 -2.06
H 0.03 -4.29 -1.88
H -2.41 -1.78 -1.88
H -0.77 -0.14 -1.36
H 1.62 0.37 -1.57
*
```



Version x
Here is a 2-piece molecular cluster, C16H20O2 overall from the OMol25 dataset. Energies are from ωB97M-V with the def2-TZVPD basis set.

Its highest occupied orbital energy is -9.529 eV. The SMILES is C#C[C@@]1([C@H](C)CC)COC(=O)C1.c1ccccc1. Its gap between HOMO and LUMO is 10.26 eV.

Geometry as ORCA input:
```
! wB97M-V def2-TZVPD RIJCOSX def2/J DEFGRID3
* xyz 0 1
C -2.20 -1.04 -2.33
C -2.31 -0.05 -1.67
C -2.22 1.22 -0.90
C -0.78 1.77 -0.77
C -0.27 2.18 -2.21
C 0.23 0.79 -0.14
C 0.30 1.06 1.42
C -3.02 2.42 -1.53
O -4.35 2.29 -0.99
C -4.08 2.12 0.37
O -4.54 2.78 1.24
C -3.07 0.96 0.40
H -2.02 -1.70 -3.15
H -0.73 2.70 -0.18
H 0.79 1.92 -2.30
H -0.85 1.67 -2.99
H -0.33 3.27 -2.31
H 1.25 0.98 -0.49
H -0.04 -0.26 -0.28
H 0.33 0.14 2.01
H -0.59 1.63 1.71
H 1.14 1.72 1.64
H -2.96 2.56 -2.61
H -2.64 3.26 -0.93
H -3.62 0.04 0.19
H -2.48 0.81 1.30
C 2.92 -3.95 0.41
C 3.20 -4.25 1.73
C 3.53 -3.24 2.62
C 3.59 -1.92 2.18
C 3.31 -1.62 0.85
C 2.97 -2.64 -0.03
H 2.65 -4.75 -0.28
H 3.16 -5.28 2.08
H 3.75 -3.47 3.65
H 3.84 -1.13 2.87
H 3.35 -0.60 0.51
H 2.75 -2.41 -1.07
*
```



Question: which arrangement is favored energetically? Ranking from most to least stable: version w, version x.



Version w
Here is C47H38F3FeN3P2S2 as an isolated structure from the OMol25 dataset. Energies are from ωB97M-V with the def2-TZVPD basis set.

Its highest occupied orbital energy (alpha / beta) is -10.144 / -10.141 eV. Its gap between HOMO and LUMO (alpha / beta) is 7.02 / 7.29 eV.

Geometry as ORCA input:
```
! wB97M-V def2-TZVPD RIJCOSX def2/J DEFGRID3
* xyz 1 2
Fe 0.76 1.47 -0.15
F 0.68 3.45 4.67
C 1.94 3.73 4.31
F 1.93 4.94 3.73
F 2.67 3.82 5.44
C 2.52 2.68 3.38
C 3.69 2.03 3.71
C 4.22 1.08 2.84
C 3.52 0.80 1.69
N 2.38 1.41 1.37
C 1.88 2.35 2.18
S 0.45 3.05 1.53
H 4.19 2.27 4.64
H 5.15 0.58 3.06
H 3.88 0.05 1.00
C -1.60 -1.18 -1.05
N -1.34 -2.15 -0.02
C -0.37 -1.89 1.00
P -0.30 -0.10 1.48
C 0.42 -0.27 3.14
C 1.56 -1.06 3.33
C 2.14 -1.14 4.59
C 1.61 -0.42 5.65
C 0.49 0.38 5.46
C -0.10 0.46 4.20
C -2.05 0.24 1.83
C -2.63 1.44 1.47
C -3.97 1.71 1.76
C -4.73 0.75 2.41
C -4.17 -0.47 2.76
C -2.84 -0.73 2.47
C -2.02 -3.38 -0.04
C -3.30 -3.48 -0.58
C -3.97 -4.70 -0.60
C -3.38 -5.83 -0.06
C -2.11 -5.73 0.49
C -1.43 -4.52 0.50
P -0.09 -0.26 -1.57
C -0.58 0.26 -3.24
C -1.83 0.85 -3.45
C -2.16 1.35 -4.69
C -1.25 1.29 -5.73
C 0.00 0.73 -5.53
C 0.34 0.22 -4.28
C 1.09 -1.61 -1.85
C 2.32 -1.60 -1.21
C 3.24 -2.62 -1.45
C 2.92 -3.65 -2.31
C 1.67 -3.68 -2.93
C 0.76 -2.66 -2.70
H -2.35 -0.44 -0.75
H -1.97 -1.69 -1.94
H 0.64 -2.18 0.70
H -0.62 -2.45 1.90
H 1.98 -1.62 2.51
H 3.01 -1.76 4.74
H 2.08 -0.47 6.63
H 0.08 0.95 6.28
H -0.96 1.09 4.06
H -2.03 2.18 0.98
H -4.40 2.66 1.49
H -5.77 0.95 2.64
H -4.76 -1.22 3.26
H -2.41 -1.68 2.75
H -3.80 -2.60 -0.98
H -4.96 -4.75 -1.02
H -3.90 -6.78 -0.07
H -1.63 -6.61 0.90
H -0.43 -4.48 0.91
H -2.55 0.91 -2.64
H -3.14 1.80 -4.85
H -1.51 1.69 -6.71
H 0.72 0.68 -6.34
H 1.32 -0.21 -4.12
H 2.54 -0.81 -0.51
H 4.21 -2.59 -0.97
H 3.63 -4.44 -2.51
H 1.41 -4.50 -3.59
H -0.21 -2.69 -3.20
S 2.99 2.60 -3.76
C 4.08 1.68 -2.83
C 3.53 1.26 -1.65
C 2.18 1.69 -1.49
C 1.78 2.42 -2.56
C 0.48 3.05 -2.58
C 0.01 3.89 -3.58
C -1.21 4.51 -3.42
C -1.95 4.26 -2.27
C -1.44 3.38 -1.34
N -0.25 2.77 -1.48
H 5.08 1.49 -3.20
H 4.09 0.68 -0.93
H 0.62 4.08 -4.45
H -1.58 5.19 -4.17
H -2.90 4.74 -2.09
H -1.99 3.15 -0.45
*
```



Version x
Here is C47H38F3FeN3P2S2 as an isolated structure from the OMol25 dataset. Energies are from ωB97M-V with the def2-TZVPD basis set.

Its highest occupied orbital energy (alpha / beta) is -10.144 / -10.143 eV. Its gap between HOMO and LUMO (alpha / beta) is 6.67 / 7.25 eV.

Geometry as ORCA input:
```
! wB97M-V def2-TZVPD RIJCOSX def2/J DEFGRID3
* xyz 1 2
Fe -1.13 0.54 0.21
F -3.59 4.59 -1.66
C -3.20 5.33 -0.60
F -3.54 6.60 -0.87
F -3.93 4.94 0.46
C -1.71 5.20 -0.36
C -0.93 6.34 -0.42
C 0.43 6.25 -0.21
C 0.96 5.00 0.05
N 0.22 3.90 0.11
C -1.09 3.96 -0.09
S -2.05 2.49 0.02
H -1.40 7.29 -0.64
H 1.06 7.12 -0.25
H 2.02 4.87 0.22
C 0.95 -1.53 -1.53
N 2.05 -1.48 -0.60
C 2.33 -0.27 0.18
P 1.11 1.15 0.19
C 1.84 2.02 1.63
C 1.00 2.72 2.50
C 1.52 3.37 3.61
C 2.88 3.34 3.87
C 3.72 2.63 3.02
C 3.21 1.97 1.91
C 1.61 1.98 -1.37
C 2.87 2.55 -1.55
C 3.20 3.15 -2.76
C 2.28 3.18 -3.80
C 1.03 2.61 -3.64
C 0.70 2.01 -2.43
C 2.95 -2.55 -0.47
C 4.13 -2.38 0.27
C 5.01 -3.44 0.44
C 4.76 -4.69 -0.12
C 3.59 -4.85 -0.85
C 2.70 -3.80 -1.03
P -0.55 -1.66 -0.47
C -0.19 -3.12 0.51
C 0.65 -3.06 1.62
C 1.03 -4.23 2.27
C 0.56 -5.46 1.82
C -0.28 -5.52 0.71
C -0.65 -4.36 0.05
C -2.08 -2.00 -1.31
C -3.19 -2.30 -0.35
C -4.71 -0.77 -1.69
C -4.47 -0.97 -3.13
C -3.27 -1.37 -3.49
C -2.14 -1.53 -2.56
H 1.05 -2.35 -2.22
H 0.90 -0.60 -2.11
H 3.28 0.17 -0.16
H 2.48 -0.54 1.23
H -0.06 2.76 2.30
H 0.86 3.92 4.27
H 3.29 3.85 4.73
H 4.79 2.59 3.22
H 3.89 1.42 1.28
H 3.59 2.54 -0.75
H 4.18 3.60 -2.88
H 2.55 3.65 -4.74
H 0.31 2.63 -4.45
H -0.30 1.60 -2.30
H 4.38 -1.43 0.71
H 5.92 -3.28 1.01
H 5.45 -5.51 0.02
H 3.36 -5.81 -1.30
H 1.80 -4.00 -1.58
H 1.02 -2.11 1.96
H 1.69 -4.18 3.13
H 0.85 -6.37 2.33
H -0.64 -6.48 0.36
H -1.29 -4.41 -0.82
H -3.03 -3.14 0.33
H -5.71 -0.34 -1.53
H -5.28 -0.87 -3.83
H -3.06 -1.55 -4.54
H -1.18 -1.29 -3.00
S -2.52 -2.19 3.28
C -1.13 -1.49 3.94
C -0.60 -0.54 3.14
C -1.35 -0.33 1.94
C -2.42 -1.16 1.92
C -3.37 -1.17 0.77
C -4.77 -1.51 1.19
C -5.47 -2.14 0.29
C -4.63 -2.18 -0.92
C -3.67 0.17 -1.15
N -3.07 0.00 -0.05
H -0.78 -1.83 4.90
H 0.30 0.00 3.42
H -5.09 -1.31 2.21
H -6.47 -2.54 0.38
H -4.93 -2.96 -1.61
H -3.34 0.98 -1.79
*
```



Question: which arrangement is favored energetically? Ranking from most to least stable: version w, version x.